No. 1
139
Properties=species:S:1:pos:R:3:mulliken_charge:R:1 method="wB97M-V/def2-TZVPD" charge=0 e_lumo_ev=-0.5 energy_ha=-3831.7599 homo_energy_ev=-8.215
C -2.76772 -0.82025 5.19883 -0.89
C -1.53603 -1.35198 5.17459 -1.25
C -1.03388 -1.68959 3.80716 1.00
C -0.10222 -0.98556 3.18092 -0.69
C 0.26398 -1.39714 1.80585 0.37
O 1.40682 -1.32349 1.39172 -0.52
C -0.88284 -1.93153 0.97934 0.51
C -1.01259 -1.67599 -0.38094 -1.15
C 0.04647 -0.82456 -1.07147 -0.60
C 0.04764 0.64249 -0.51860 -0.45
N 1.43317 1.07161 -0.19960 -0.35
C -2.11914 -2.18483 -1.03464 1.01
C -2.39844 -1.95266 -2.52344 -1.07
C -3.66711 -1.06999 -2.67477 -0.65
O -3.36353 0.30195 -3.01896 -0.30
C -3.93088 1.15175 -2.07632 0.80
C -3.05108 2.00585 -1.18738 -0.69
O -5.13264 1.22599 -1.93698 -0.59
C -3.05352 -2.95618 -0.38874 -0.51
C -2.92967 -3.20627 0.94874 0.03
O -3.84457 -3.94747 1.65069 -0.56
C -1.84678 -2.67825 1.61333 0.51
C -1.67285 -2.87606 3.10608 0.27
O -2.01560 -3.88522 3.68973 -0.68
H -3.05274 0.03051 5.79556 0.45
H -3.48255 -1.27400 4.50981 0.08
H -0.95042 -1.57554 6.06620 0.70
H 0.38883 -0.12292 3.62202 0.66
H 1.03034 -1.23669 -0.86885 0.45
H -0.11645 -0.74520 -2.14369 0.21
H -0.31593 1.32068 -1.28625 0.15
H -0.56794 0.70258 0.38227 0.31
H 1.55196 1.10140 0.80640 -0.14
H 1.55976 2.00435 -0.57277 0.28
H -2.67563 -2.93621 -2.90687 0.45
H -1.53912 -1.53033 -3.03042 0.41
H -4.33053 -1.50697 -3.42496 0.31
H -4.23208 -1.05199 -1.74286 0.56
H -3.61332 2.83746 -0.77993 0.35
H -2.20446 2.35263 -1.78283 0.19
H -2.68403 1.36218 -0.38546 0.12
H -3.91904 -3.35784 -0.90466 0.52
H -3.64155 -4.88351 1.56527 0.33
C -0.55080 -4.27471 7.77691 0.60
O -0.45073 -3.12032 8.15507 -0.63
N -0.27147 -5.33930 8.59523 -0.41
N -0.94650 -4.60125 6.51441 -0.25
H -0.34649 -6.29563 8.30811 0.14
H 0.02200 -5.13207 9.53090 0.24
H -1.16384 -3.84716 5.88704 0.20
H -1.03578 -5.54190 6.18298 0.17
C 5.30836 0.28602 1.02861 0.46
O 6.33442 0.83178 1.41221 -0.70
N 4.91171 -0.94083 1.46616 -0.12
N 4.46161 0.86876 0.12402 -0.27
H 4.06712 -1.39092 1.16005 0.12
H 5.50550 -1.41644 2.12981 0.11
H 4.71766 1.77449 -0.22068 0.19
H 3.61137 0.43779 -0.20863 0.23
C 2.19793 2.37505 3.64327 0.52
O 1.15866 1.73687 3.70496 -0.71
N 2.33456 3.63155 4.16101 -0.40
N 3.31022 1.86175 3.04288 -0.12
H 3.18261 4.16319 4.11366 0.20
H 1.53312 4.03279 4.61206 0.22
H 3.23605 0.93663 2.65673 0.11
H 4.18483 2.34813 2.96394 0.22
C -3.56676 4.24430 -5.30316 0.59
O -2.67454 4.87465 -4.74168 -0.69
N -3.79579 2.92608 -5.05172 -0.04
N -4.39462 4.80493 -6.22579 -0.34
H -4.51496 2.39288 -5.50591 0.19
H -3.20937 2.47124 -4.37798 0.01
H -4.25348 5.77503 -6.43664 0.22
H -5.12117 4.29928 -6.69653 0.21
C 6.58252 -4.40278 2.99645 0.66
O 6.77469 -3.24621 2.64215 -0.70
N 7.10434 -5.46386 2.33292 -0.33
N 5.82635 -4.71152 4.09528 -0.40
H 6.96660 -6.41582 2.60987 0.16
H 7.67016 -5.27155 1.52829 0.21
H 5.42771 -3.94755 4.60803 0.22
H 5.65556 -5.64808 4.40599 0.16
C -5.91992 1.27289 4.97979 0.62
O -5.02880 0.83757 5.69388 -0.67
N -6.43582 0.55385 3.93644 -0.33
N -6.47706 2.50269 5.15069 -0.37
H -7.16527 0.89269 3.33765 0.18
H -6.05383 -0.35874 3.77441 0.19
H -6.12443 3.06586 5.90095 0.20
H -7.20698 2.86968 4.56274 0.17
C 4.05469 2.12536 7.43731 0.56
O 2.84079 2.11110 7.48482 -0.61
N 4.83771 1.83624 8.52367 -0.39
N 4.74339 2.43280 6.29408 -0.34
H 5.83906 1.84193 8.50583 0.16
H 4.36582 1.60607 9.37771 0.23
H 4.19991 2.64849 5.47902 0.19
H 5.74330 2.45205 6.23348 0.16
C -6.90612 4.93706 2.08385 0.66
O -7.69265 4.18759 2.64181 -0.68
N -6.77284 6.24954 2.43553 -0.38
N -6.09990 4.52327 1.06403 -0.30
H -6.13537 6.88213 1.99183 0.16
H -7.35260 6.58501 3.18156 0.22
H -6.17437 3.56366 0.77962 0.15
H -5.44935 5.12143 0.59212 0.15
C -4.32569 2.31233 -8.96753 0.64
O -4.75894 2.58482 -7.85549 -0.68
N -3.41103 3.10592 -9.60091 -0.40
N -4.71354 1.20648 -9.65687 -0.45
H -3.03732 2.90838 -10.51089 0.17
H -3.11043 3.93410 -9.11920 0.25
H -5.38341 0.60341 -9.21721 0.22
H -4.36609 0.96753 -10.56702 0.16
C 0.35878 2.23285 -7.39764 0.53
O 0.68001 1.83616 -8.51103 -0.69
N 1.18354 2.13866 -6.31423 -0.37
N -0.85410 2.79737 -7.16426 -0.12
H 0.93392 2.45975 -5.39848 0.17
H 2.08555 1.72553 -6.45773 0.21
H -1.47571 2.87443 -7.94785 0.08
H -1.15862 3.13440 -6.26686 0.15
C 0.39990 -0.39091 -11.90012 0.63
O -0.63228 -0.33433 -12.55458 -0.67
N 1.48182 -1.12687 -12.30812 -0.38
N 0.55703 0.26762 -10.72207 -0.22
H 2.33724 -1.18914 -11.79132 0.17
H 1.39724 -1.62438 -13.17397 0.21
H -0.21525 0.81540 -10.39731 0.11
H 1.38820 0.24145 -10.16459 0.16
C 10.95290 -5.44325 2.09324 0.62
O 9.90665 -6.06437 2.17889 -0.62
N 11.08584 -4.17309 2.57359 -0.35
N 12.07341 -5.96674 1.50927 -0.41
H 11.93261 -3.64144 2.51458 0.16
H 10.27860 -3.75936 3.00498 0.22
H 12.00721 -6.89861 1.14587 0.22
H 12.94110 -5.47287 1.42859 0.15

No. 2
103
Properties=species:S:1:pos:R:3:mulliken_spin:R:1 method="wB97M-V/def2-TZVPD" charge=0 e_lumo_ev="0.6 / 0.2" multiplicity=2 energy_ha=-1552.3267 homo_energy_ev="-8.166 / -8.166" s_squared=0.75
C 1.39276 1.66615 1.52210 0.00
C 2.60348 0.70969 0.87990 0.00
C 2.39636 0.46916 -0.76258 0.00
C 2.44108 -1.14158 -1.14713 0.01
N 1.31672 -1.63554 -1.99300 -0.01
C -0.01200 -1.78518 -1.33855 0.00
C -0.94156 -0.48379 -1.82624 0.00
C -2.54644 -0.68848 -1.56293 0.00
C -3.21775 0.63092 -0.78433 0.00
C -3.08550 0.25937 0.84084 0.00
O -3.66633 1.30520 1.69697 0.00
C -3.17890 0.94818 3.06890 0.00
C -0.66499 -3.20001 -1.95375 0.02
C 0.16376 -4.53036 -1.47781 0.01
C -0.90594 -5.81654 -1.50258 0.01
C 1.26627 -4.89944 -2.68054 0.00
N 0.93648 -4.40719 -0.19834 0.33
O 2.26021 -4.29271 -0.36192 0.58
C 0.35117 -3.46987 0.81198 0.02
C 1.39881 -3.22702 2.09325 0.01
C -1.00626 -4.14812 1.51597 0.00
C -0.05360 -1.97624 0.27920 0.02
H 0.89610 2.35543 0.69521 0.00
H 1.79079 2.31918 2.43813 0.00
H 0.52065 1.00652 1.96120 0.00
H 3.65037 1.22974 1.10796 0.00
H 2.52316 -0.31285 1.48929 0.00
H 1.46986 1.03874 -1.19404 0.00
H 3.34931 0.99963 -1.24992 0.00
H 2.66677 -1.72803 -0.16111 0.00
H 3.43109 -1.26194 -1.80731 0.00
H 1.27389 -1.12658 -2.90368 0.00
H -0.63970 0.51757 -1.27980 0.00
H -0.77521 -0.36587 -2.99194 0.00
H -2.80788 -1.60887 -0.85226 0.00
H -3.13561 -0.81565 -2.59307 0.00
H -4.34493 0.78881 -1.05928 0.00
H -2.58060 1.56456 -1.09258 0.00
H -1.91954 0.22232 1.06268 0.00
H -3.54345 -0.80975 1.05636 0.00
H -3.10353 -0.23587 3.11394 0.00
H -3.92722 1.28109 3.90776 0.00
H -2.08726 1.35394 3.19240 0.00
H -0.51573 -3.11742 -3.13293 0.00
H -1.78039 -3.36175 -1.63965 0.00
H -1.70236 -5.76585 -0.64722 0.00
H -0.34530 -6.84685 -1.59070 0.00
H -1.50572 -5.69440 -2.52745 0.00
H 1.97680 -4.00757 -2.94036 0.00
H 0.61871 -5.12802 -3.63252 0.00
H 1.91519 -5.84113 -2.43273 0.00
H 0.87538 -2.36979 2.73856 0.00
H 1.46251 -4.16301 2.79542 0.00
H 2.43196 -2.78827 1.76287 0.01
H -0.65922 -5.25018 1.81385 -0.01
H -1.14684 -3.56807 2.52733 0.00
H -1.93629 -4.13002 0.80607 0.00
H -1.19104 -1.81136 0.60490 0.00
H 0.55550 -1.18074 0.90081 -0.01
C -4.38040 4.91403 -6.77194 0.00
C -3.26520 3.94495 -6.39213 0.00
N -3.35721 3.42701 -5.02420 0.00
C -2.15164 2.70451 -4.59835 0.00
C -1.80630 1.41379 -5.33298 0.00
C -4.62373 2.78837 -4.65685 0.00
C -5.07114 1.58591 -5.48128 0.00
H -4.41810 5.76581 -6.08455 0.00
H -4.20543 5.30402 -7.77995 0.00
H -5.36165 4.42863 -6.78085 0.00
H -2.32092 4.49592 -6.49542 0.00
H -3.23751 3.13563 -7.12975 0.00
H -2.21774 2.48982 -3.52432 0.00
H -1.29790 3.38614 -4.69402 0.00
H -2.44900 0.58727 -5.02240 0.00
H -0.77703 1.12050 -5.09587 0.00
H -1.87104 1.51807 -6.42186 0.00
H -5.41623 3.54521 -4.69852 0.00
H -4.59337 2.49717 -3.59843 0.00
H -4.92535 1.73054 -6.55406 0.00
H -6.14191 1.41048 -5.32146 0.00
H -4.55483 0.67414 -5.17770 0.00
C 5.46983 0.31662 7.51201 0.00
C 4.84015 1.62118 7.03382 0.00
N 4.80934 1.77661 5.57682 0.00
C 4.43675 3.13108 5.14866 0.00
C 3.02977 3.61453 5.48268 0.00
C 4.17460 0.69249 4.82271 0.00
C 2.71665 0.37510 5.13799 0.00
H 6.49167 0.20633 7.13369 0.00
H 5.51417 0.30542 8.60595 0.00
H 4.88730 -0.55796 7.20489 0.00
H 5.44095 2.43541 7.46044 0.00
H 3.83955 1.70854 7.47088 0.00
H 4.59224 3.22514 4.06654 0.00
H 5.15014 3.83451 5.59465 0.00
H 2.28159 3.16725 4.82479 0.00
H 2.97029 4.69947 5.33778 0.00
H 2.74941 3.41040 6.52212 0.00
H 4.76298 -0.22099 4.97094 0.00
H 4.26602 0.89266 3.74681 0.00
H 2.50664 0.37148 6.20987 0.00
H 2.46857 -0.62289 4.75676 0.00
H 2.03691 1.07537 4.65053 0.00

- Which value of charge does entry 2 give?
  0